Entry 1:
Computed, not measured: C47H49BrCuO4PS as an isolated structure at a distorted geometry, with wB97M-V/def2-TZVPD.

Output
**HOMO-LUMO gap (alpha / beta)**: 4.61 / 5.54 eV
**Spin multiplicity**: 2
**Net charge**: -1
**M**: 884.4 g mol⁻¹
**Max |F|**: 4.31 eV Å⁻¹
**LUMO (alpha / beta)**: 1.60 / 1.66 eV
**HOMO level (alpha / beta)**: -3.01 / -3.88 eV

Element x y z (Å)
Cu 0.7680 -1.3895 -1.0862
O 1.1323 0.8176 -0.7133
C 1.6588 1.9256 -0.6656
O 0.9492 3.1263 -1.0796
C 3.0712 2.2816 -0.3804
C 4.0854 1.4131 -0.0971
C 5.4132 1.8673 0.0772
C 5.6642 3.2223 0.0215
C 4.5921 4.1192 -0.1018
C 3.3462 3.6445 -0.5478
P 1.8804 4.5445 -0.9217
C 1.8895 5.1894 -2.5583
C 0.7447 5.3750 -3.3252
C 0.8424 6.0665 -4.5535
C 2.0427 6.6594 -4.9491
C 3.1877 6.5256 -4.1473
C 3.1022 5.7415 -2.9806
C 1.3576 5.4237 0.5227
C 0.1568 6.1585 0.4860
C -0.2734 6.8537 1.6060
C 0.5025 6.9596 2.7655
C 1.5502 6.0587 2.8717
C 2.0346 5.3582 1.7726
H 3.9134 0.3441 -0.0462
H 6.2797 1.2177 0.3192
H 6.7247 3.4671 0.1419
H 4.8072 5.1914 0.0247
H -0.2154 4.9554 -3.0895
H -0.0918 6.2946 -5.1133
H 2.0638 7.1936 -5.8842
H 4.0814 7.1750 -4.3804
H 4.0075 5.7138 -2.3290
H -0.4559 6.1733 -0.4622
H -1.2246 7.4546 1.4000
H 0.3446 7.7521 3.5464
H 2.0606 5.8197 3.8234
H 2.9886 4.8503 1.7943
C -7.1161 0.0665 -0.3031
C -6.5906 -1.2480 -0.8877
C -7.0006 -1.3234 -2.4146
C -7.2998 -2.3973 -0.1038
C -5.1007 -1.4160 -0.8982
C -4.2651 -0.4616 -1.5977
C -2.9259 -0.4602 -1.4936
Br -1.9779 0.8805 -2.3823
C -2.2639 -1.5025 -0.7705
O -1.0073 -1.3537 -0.3783
C -3.0335 -2.6712 -0.4412
C -4.3997 -2.4926 -0.3681
C -2.3049 -3.9730 -0.0738
C -1.8913 -3.9566 1.3611
C -1.1498 -4.2611 -1.0665
C -3.2944 -5.2139 -0.3230
H -8.1938 0.0631 -0.2825
H -6.8861 0.7840 -1.1049
H -6.6734 0.3928 0.5891
H -8.0726 -1.1544 -2.5810
H -6.8171 -2.3492 -2.8017
H -6.4916 -0.6339 -3.0648
H -8.3977 -2.0934 -0.1485
H -6.9606 -2.4765 0.9427
H -7.0527 -3.3868 -0.5798
H -4.7238 0.3713 -2.2001
H -4.9180 -3.2982 0.0833
H -1.0480 -3.2523 1.5219
H -1.5112 -4.8923 1.8011
H -2.6915 -3.6338 2.0300
H -0.3362 -3.5834 -0.9139
H -1.5091 -4.0922 -2.1447
H -0.7233 -5.2831 -1.0270
H -4.1012 -5.1937 0.4225
H -2.6838 -6.0868 -0.1305
H -3.8012 -5.1806 -1.2824
O 1.9601 -2.8139 3.4893
S 1.2996 -1.5641 3.9190
C 1.8458 -1.4544 5.6729
C 0.6595 -1.4268 6.6047
C -0.6632 -1.2133 5.8058
C -0.4102 -1.9281 4.4530
H 2.4196 -0.5208 5.7566
H 2.6371 -2.2175 5.8839
H 0.7924 -0.5766 7.3250
H 0.6104 -2.3720 7.1137
H -0.7750 -0.1538 5.5623
H -1.5336 -1.4703 6.3856
H -1.0619 -1.5369 3.6340
H -0.6173 -3.0581 4.5097
C 4.1485 -5.6357 -0.1378
C 3.2065 -4.9490 0.5997
C 2.7289 -3.7288 0.1849
C 2.9660 -3.2842 -1.1057
C 2.3719 -2.1504 -1.6609
C 3.0028 -1.5229 -2.7076
C 4.0926 -2.0940 -3.4291
C 4.5037 -3.3278 -3.0388
C 4.0309 -3.9449 -1.8633
C 4.5962 -5.1103 -1.3311
H 4.6886 -6.5212 0.1517
H 2.7278 -5.5136 1.4129
H 2.1572 -3.0332 0.7988
H 2.6687 -0.4878 -2.9954
H 4.5858 -1.6257 -4.2516
H 5.2057 -3.9463 -3.6060
H 5.3871 -5.5990 -1.8844

Entry 2:
Computed, not measured: C47H49LuN16O as an isolated structure, with wB97M-V/def2-TZVPD.

Output
**HOMO-LUMO gap (alpha / beta)**: 4.86 / 4.87 eV
**Net charge**: +2
**M**: 1029.0 g mol⁻¹
**Max |F|**: 0.82 eV Å⁻¹
**LUMO (alpha / beta)**: -5.60 / -5.60 eV
**HOMO level (alpha / beta)**: -10.47 / -10.47 eV

Element x y z (Å)
Lu 0.2580 -0.0523 0.7523
C 4.9979 -4.1676 3.0705
C 4.0110 -5.1411 2.9084
C 2.7112 -4.7889 2.5756
C 2.4315 -3.4424 2.4126
C 1.1827 -2.7307 2.1617
N 0.0118 -3.3238 2.1105
C -1.1498 -2.6877 2.0093
C -2.4296 -3.3272 2.2701
C -2.7814 -4.6164 2.6433
C -4.1291 -4.8948 2.8023
C -5.1013 -3.9068 2.6233
C -4.7536 -2.6118 2.2744
C -3.4068 -2.3366 2.0920
C -2.6918 -1.1268 1.7279
N -3.2959 0.0180 1.4797
C -2.6692 1.1760 1.3735
N -1.3239 1.4068 1.4416
C -1.1234 2.7434 1.6446
N 0.0092 3.3414 1.9786
C 1.1417 2.7237 2.2505
N 1.4354 1.4011 2.0588
C 2.6859 1.1647 2.5373
N 3.3194 -0.0020 2.5804
C 2.7471 -1.1720 2.3920
N 1.4285 -1.3888 2.1222
C 3.4221 -2.4602 2.5672
C 4.7199 -2.8194 2.8966
C 3.2612 2.4066 3.0384
C 4.4702 2.7058 3.6462
C 4.6815 4.0173 4.0433
C 3.7066 4.9997 3.8611
C 2.4858 4.6985 3.2758
C 2.2812 3.3939 2.8575
C -2.3989 3.4409 1.5616
C -2.7715 4.7730 1.7128
C -4.1165 5.0847 1.6158
C -5.0816 4.0993 1.3718
C -4.7290 2.7676 1.2485
C -3.3766 2.4470 1.3509
N -1.3478 -1.3862 1.6597
H 5.9976 -4.4705 3.3515
H 4.2597 -6.1809 3.0726
H 1.9266 -5.5268 2.4741
H -2.0281 -5.3764 2.7996
H -4.4374 -5.8941 3.0784
H -6.1438 -4.1624 2.7565
H -5.4983 -1.8385 2.1427
H 5.4850 -2.0698 3.0480
H 5.2142 1.9402 3.8189
H 5.6191 4.2838 4.5123
H 3.8988 6.0058 4.2084
H 1.7187 5.4504 3.1506
H -2.0295 5.5353 1.9109
H -4.4326 6.1110 1.7459
H -6.1225 4.3827 1.2957
H -5.4633 1.9887 1.0894
N -3.1255 3.3110 -4.0044
C -2.6413 4.2396 -2.9715
C -1.8825 3.4240 -1.8979
N -2.6632 2.1880 -1.6193
H -3.9533 3.6755 -4.4590
H -3.1834 2.0793 -2.5243
H -2.4294 3.1615 -4.7255
H -3.5141 4.7066 -2.5132
H -1.9920 5.0243 -3.3601
H -1.7618 4.0106 -0.9914
H -0.9022 3.1306 -2.2725
H -2.0647 1.3413 -1.4518
H -3.2855 2.2971 -0.8143
C -2.9940 -2.2224 -1.2313
N -2.2921 -1.8591 -2.4447
C -2.6191 -2.6686 -3.6159
C -2.4056 -1.8702 -4.8847
C -0.9851 -1.3452 -4.8499
N -0.7745 -0.5738 -3.6298
C 0.2454 0.4545 -3.7074
C -1.3913 -0.8598 -2.4610
O -1.1549 -0.1344 -1.4372
H -4.0189 -1.8439 -1.2385
H -2.4739 -1.7987 -0.3910
H -3.0196 -3.3071 -1.1260
H -3.6586 -2.9819 -3.5256
H -1.9911 -3.5654 -3.6301
H -3.1110 -1.0382 -4.9304
H -2.5594 -2.5030 -5.7569
H -0.7927 -0.6897 -5.6992
H -0.2758 -2.1788 -4.8968
H -0.0986 1.2833 -4.3325
H 1.1518 0.0418 -4.1545
H 0.4721 0.8128 -2.7100
C 4.8022 2.2637 -2.2742
N 3.4800 2.2425 -1.6736
C 2.7247 3.3328 -1.3368
C 1.5733 2.8484 -0.7950
N 1.6050 1.4715 -0.7972
C 2.7741 1.1533 -1.3280
H 5.2073 3.2697 -2.2131
H 4.7524 1.9720 -3.3228
H 5.4707 1.5865 -1.7465
H 3.0634 4.3409 -1.4977
H 0.7575 3.4067 -0.3736
H 3.1227 0.1467 -1.4924
C 2.2115 -4.9431 -1.5779
N 2.7136 -3.6385 -1.1560
C 4.1605 -3.4334 -1.2149
C 1.9255 -2.6310 -0.9411
N 1.2418 -1.7119 -0.7481
H 2.3420 -5.0745 -2.6543
H 1.1610 -5.0518 -1.3198
H 2.7772 -5.7177 -1.0624
H 4.4929 -3.3208 -2.2495
H 4.6540 -4.3027 -0.7838
H 4.4463 -2.5556 -0.6391

Entry 3:
Computed, not measured: C47H50AsBrClGeN3O3Re as an isolated structure at a distorted geometry, with wB97M-V/def2-TZVPD.

Output
**HOMO-LUMO gap (alpha / beta)**: 5.46 / 5.46 eV
**Spin multiplicity**: 3
**Net charge**: +3
**M**: 1154.0 g mol⁻¹
**Max |F|**: 2.26 eV Å⁻¹
**LUMO (alpha / beta)**: -9.06 / -9.07 eV
**HOMO level (alpha / beta)**: -14.53 / -14.54 eV

Element x y z (Å)
Re 0.6231 -0.0751 0.1411
O -2.5294 0.1512 -4.5725
C -1.4133 -0.4143 -5.1077
C -1.2220 -0.5190 -6.4794
C -0.0736 -1.1075 -6.9705
C 0.8923 -1.5910 -6.0999
C 0.7304 -1.4438 -4.7337
C -0.4206 -0.8613 -4.2251
C -0.6419 -0.6007 -2.7540
O 0.0569 -1.4657 -1.8757
N -0.1791 0.7669 -2.4853
N -0.2828 1.2141 -1.1940
C -0.7397 2.4087 -0.9561
C -0.8317 2.9758 0.3364
Br -0.3606 1.7467 1.7983
C -1.1614 4.2374 0.7307
C -1.7237 5.3382 0.0123
C -1.5004 6.6302 0.5333
C -2.0917 7.7350 -0.0385
C -2.9543 7.5766 -1.1181
C -3.1967 6.3094 -1.6352
C -2.5773 5.2025 -1.0969
H -3.1757 0.3156 -5.2712
H -1.9666 -0.1230 -7.1543
H 0.0730 -1.1778 -8.0357
H 1.7852 -2.0537 -6.4864
H 1.4959 -1.7840 -4.0539
H -1.7272 -0.6758 -2.5336
H -0.5631 1.4039 -3.1861
H -1.0267 3.0545 -1.7833
H -0.9810 4.4602 1.7759
H -0.8464 6.7522 1.3844
H -1.9076 8.7173 0.3672
H -3.4592 8.4317 -1.5375
H -3.8970 6.1841 -2.4458
H -2.8319 4.2192 -1.4630
O 0.9068 -2.3626 1.9017
N 0.9120 -1.4216 1.2066
C -6.0258 0.5568 3.6377
C -5.7770 -0.7520 4.0184
C -4.4744 -1.1874 4.1789
C -3.4115 -0.3064 3.9717
C -3.6662 1.0136 3.6067
C -4.9716 1.4358 3.4351
Ge -1.5875 -1.0118 4.2913
C -0.0576 0.1542 4.7682
C 1.2249 -0.2227 4.3726
C 2.2949 0.6167 4.6193
C 2.0984 1.8166 5.2845
C 0.8285 2.1798 5.7069
C -0.2527 1.3565 5.4438
C -1.2603 -2.9303 4.0192
C -0.2077 -3.5501 4.6911
C 0.0613 -4.8858 4.4582
C -0.7099 -5.6044 3.5569
C -1.7653 -4.9929 2.8965
C -2.0458 -3.6582 3.1245
H -7.0425 0.8923 3.5098
H -6.5957 -1.4321 4.1985
H -4.2762 -2.2065 4.4858
H -2.8500 1.7076 3.4557
H -5.1732 2.4559 3.1520
H 1.3864 -1.1717 3.8819
H 3.2848 0.3247 4.3045
H 2.9355 2.4646 5.4885
H 0.6758 3.1030 6.2439
H -1.2418 1.6387 5.7811
H 0.3815 -2.9941 5.4100
H 0.8681 -5.3704 4.9842
H -0.4865 -6.6426 3.3683
H -2.3755 -5.5595 2.2094
H -2.8711 -3.1781 2.6114
C 4.3764 -1.1749 1.3122
C 4.4255 -0.6851 -0.1289
As 2.9782 0.5822 -0.5252
C 3.3976 2.2536 0.4706
C 4.8821 2.5749 0.6078
C 3.1566 0.9519 -2.4631
C 4.5123 1.5246 -2.8730
H 5.2144 -1.8375 1.5157
H 3.4536 -1.7223 1.4961
H 4.4230 -0.3377 2.0067
H 4.3454 -1.5270 -0.8236
H 5.3729 -0.1741 -0.3273
H 2.9440 2.1544 1.4622
H 2.8850 3.0663 -0.0551
H 5.4073 1.8057 1.1729
H 4.9971 3.5185 1.1399
H 5.3567 2.6788 -0.3666
H 2.3566 1.6348 -2.7654
H 2.9853 -0.0037 -2.9707
H 4.6430 2.5430 -2.5061
H 4.5802 1.5569 -3.9604
H 5.3333 0.9057 -2.5060
Cl 0.8849 -6.8361 -5.8442
C 0.4759 -5.6561 -4.6732
C 1.4410 -5.2017 -3.7714
C 1.0953 -4.2663 -2.8185
C -0.2030 -3.7592 -2.7503
C -0.5554 -2.7564 -1.6829
C -1.1595 -4.2204 -3.6525
C -0.8287 -5.1631 -4.6072
H 2.4442 -5.5936 -3.8190
H 1.8378 -3.9290 -2.1111
H -0.1758 -3.1053 -0.7171
H -1.6412 -2.6324 -1.6195
H -2.1755 -3.8565 -3.6091
H -1.5740 -5.5271 -5.2974

Short version: calculated total energy = -7075.2453 -4007.1510 -9635.1052 Eh, in the order given.